{
  "formula": "C75H159N12O19",
  "method": "ωB97M-V/def2-TZVPD",
  "symbols": ["C", "C", "C", "C", "C", "C", "N", "O", "C", "C", "C", "H", "H", "H", "H", "H", "H", "H", "H", "H", "H", "H", "H", "H", "H", "H", "H", "H", "H", "O", "C", "N", "C", "H", "H", "H", "H", "H", "O", "C", "N", "C", "H", "H", "H", "H", "H", "O", "C", "N", "C", "H", "H", "H", "H", "H", "O", "C", "N", "C", "H", "H", "H", "H", "H", "O", "C", "N", "C", "H", "H", "H", "H", "H", "O", "C", "N", "C", "H", "H", "H", "H", "H", "C", "C", "N", "C", "C", "C", "C", "H", "H", "H", "H", "H", "H", "H", "H", "H", "H", "H", "H", "H", "H", "H", "C", "C", "N", "C", "C", "C", "C", "H", "H", "H", "H", "H", "H", "H", "H", "H", "H", "H", "H", "H", "H", "H", "C", "C", "N", "C", "C", "C", "C", "H", "H", "H", "H", "H", "H", "H", "H", "H", "H", "H", "H", "H", "H", "H", "C", "C", "N", "C", "C", "C", "C", "H", "H", "H", "H", "H", "H", "H", "H", "H", "H", "H", "H", "H", "H", "H", "C", "C", "N", "C", "C", "C", "C", "H", "H", "H", "H", "H", "H", "H", "H", "H", "H", "H", "H", "H", "H", "H", "O", "C", "O", "C", "C", "C", "H", "H", "H", "H", "H", "H", "O", "C", "O", "C", "C", "C", "H", "H", "H", "H", "H", "H", "O", "C", "O", "C", "C", "C", "H", "H", "H", "H", "H", "H", "O", "C", "O", "C", "C", "C", "H", "H", "H", "H", "H", "H", "O", "C", "O", "C", "C", "C", "H", "H", "H", "H", "H", "H", "O", "C", "O", "C", "C", "C", "H", "H", "H", "H", "H", "H"],
  "xyz": [[-2.395589, 1.185359, -0.122198], [-1.020133, 0.769510, 0.543832], [-1.281306, -0.508234, 1.358286], [0.006241, -1.326669, 1.689543], [0.813227, -1.576289, 0.392808], [1.112273, -0.357295, -0.487897], [-0.148562, 0.493310, -0.666062], [-0.105199, 1.518187, -1.614113], [1.570871, -0.910374, -1.831931], [2.283114, 0.452036, 0.145751], [-0.469795, 1.882113, 1.409388], [-2.769842, 0.658577, -1.000001], [-2.444366, 2.232008, -0.422620], [-3.197622, 1.058635, 0.604982], [-1.919258, -1.194733, 0.801650], [-1.886904, -0.198132, 2.209868], [-0.152376, -2.334557, 2.073114], [0.652355, -0.796811, 2.389465], [0.122932, -2.159684, -0.216491], [1.720967, -2.126444, 0.640679], [2.387232, -1.630330, -1.774307], [1.827943, -0.107070, -2.522383], [0.755774, -1.495435, -2.257856], [2.006417, 0.776006, 1.149036], [2.419055, 1.375226, -0.417582], [3.265488, -0.013833, 0.223335], [-1.179153, 2.433715, 2.026353], [0.050014, 2.631922, 0.812994], [0.230687, 1.622982, 2.203289], [2.508298, 2.862569, 2.060882], [3.491864, 3.505504, 2.346917], [4.618298, 3.066561, 2.830872], [3.396575, 5.033245, 2.078371], [4.852493, 2.084224, 2.846800], [5.333656, 3.777783, 2.780620], [4.328784, 5.534949, 2.337947], [2.490453, 5.404978, 2.556755], [3.221993, 5.177761, 1.012196], [-4.001299, -3.206800, 1.488893], [-3.142386, -4.021307, 1.185692], [-2.262755, -4.330705, 2.080109], [-2.868999, -4.557221, -0.192244], [-2.477299, -3.953307, 2.992057], [-1.679867, -5.135251, 1.898308], [-3.756875, -4.285743, -0.763262], [-2.864718, -5.633389, -0.019218], [-1.974454, -4.146882, -0.660763], [4.105115, 1.622461, -2.634069], [4.366568, 2.476578, -1.828364], [3.958932, 3.684847, -1.959863], [5.445092, 2.228914, -0.776635], [3.386981, 3.866636, -2.772214], [4.577298, 4.394477, -1.593578], [6.350789, 1.855617, -1.254606], [5.084198, 1.481516, -0.070053], [5.690757, 3.132171, -0.218190], [-3.596762, 1.477396, 3.605284], [-3.029439, 2.372433, 4.163791], [-3.515674, 3.587599, 4.018455], [-1.612522, 2.137162, 4.739541], [-2.849877, 4.323932, 4.204528], [-4.356568, 3.851593, 3.525207], [-1.750082, 1.660332, 5.710013], [-1.001721, 3.001308, 5.000857], [-1.105678, 1.353015, 4.177124], [-7.662277, -1.127463, 1.573715], [-6.841509, -0.944332, 0.648845], [-6.491411, 0.309913, 0.354981], [-6.518939, -2.079754, -0.295841], [-5.891655, 0.411612, -0.451278], [-6.855480, 1.044346, 0.945032], [-7.250732, -1.963607, -1.095261], [-6.507654, -3.071818, 0.155602], [-5.561186, -1.869289, -0.771778], [-3.347693, -3.229728, 4.925265], [-3.407166, -2.016172, 4.786374], [-3.816777, -1.479915, 3.623303], [-3.082145, -1.144761, 5.945770], [-4.051714, -2.052432, 2.825102], [-3.893151, -0.473692, 3.581129], [-2.542211, -1.688978, 6.720622], [-3.976690, -0.753238, 6.430127], [-2.458970, -0.376094, 5.488709], [0.662619, -9.813760, -2.462776], [1.392556, -8.435555, -2.298102], [0.508217, -7.278950, -2.223862], [1.220393, -6.044012, -2.335200], [0.222652, -4.860523, -2.456754], [-0.474390, -7.464626, -1.122430], [0.216294, -7.330724, 0.305172], [0.123480, -10.146051, -1.575644], [1.321484, -10.658007, -2.665861], [-0.079957, -9.801535, -3.260607], [2.042045, -8.530643, -1.427922], [2.015297, -8.182299, -3.156095], [1.871583, -5.917427, -1.470312], [1.770929, -6.044931, -3.275941], [0.571421, -3.942258, -2.929257], [-0.590880, -5.197244, -3.099313], [-0.282676, -4.690582, -1.506040], [-0.964968, -8.437853, -1.106580], [-1.286777, -6.745379, -1.226442], [0.896381, -8.122943, 0.618169], [-0.511026, -7.439193, 1.109741], [0.627186, -6.324405, 0.386301], [-2.177198, 1.530760, -8.462220], [-2.959727, 1.734958, -7.191028], [-2.334194, 2.873610, -6.443529], [-2.162137, 4.067013, -7.277923], [-0.894918, 4.821910, -6.929464], [-3.006905, 3.150204, -5.155733], [-2.545677, 2.200256, -3.958812], [-1.140756, 1.867149, -8.435173], [-2.662882, 1.982223, -9.327308], [-2.153829, 0.458400, -8.656099], [-3.993418, 1.843358, -7.519393], [-2.951555, 0.797063, -6.635689], [-2.165790, 3.824589, -8.340625], [-3.014932, 4.703730, -7.042485], [-1.079755, 5.027364, -5.875077], [-0.018869, 4.173726, -6.951711], [-0.708097, 5.731116, -7.500905], [-4.082296, 3.040237, -5.295589], [-2.793867, 4.193283, -4.921836], [-2.248789, 1.258115, -4.419584], [-3.276905, 2.115194, -3.154956], [-1.674442, 2.533569, -3.394932], [-2.454577, 5.405094, 6.658617], [-2.616443, 6.589693, 5.724231], [-2.325861, 6.291474, 4.304146], [-2.845948, 7.398377, 3.547381], [-4.416803, 7.236224, 3.322838], [-0.878313, 6.236913, 3.975677], [-0.653074, 5.557618, 2.668606], [-3.256873, 4.673445, 6.563187], [-2.501900, 5.884275, 7.636491], [-1.524573, 4.837710, 6.623044], [-3.621567, 6.980034, 5.883779], [-1.951820, 7.407065, 6.004030], [-2.573802, 8.353956, 3.995599], [-2.380284, 7.388167, 2.561905], [-5.032730, 7.364438, 4.212941], [-4.798094, 7.920643, 2.565027], [-4.636014, 6.218102, 3.001174], [-0.477522, 5.583476, 4.750580], [-0.336741, 7.182277, 4.008435], [-0.646456, 6.089353, 1.717133], [-1.307973, 4.708035, 2.475150], [0.318630, 5.063752, 2.668744], [5.488067, -1.228469, -3.516150], [5.022695, -2.519545, -4.016831], [4.648685, -2.603899, -5.446577], [5.793197, -2.696453, -6.340768], [5.341267, -2.355503, -7.701478], [3.681993, -3.674795, -5.673249], [2.293919, -3.174736, -5.498522], [4.731931, -0.496054, -3.798871], [6.429418, -0.876207, -3.937896], [5.510258, -1.090050, -2.435203], [5.787672, -3.268724, -3.812761], [4.159242, -2.922124, -3.487231], [6.573327, -1.976080, -6.094696], [6.260576, -3.668347, -6.182363], [5.992176, -2.146805, -8.550517], [4.487122, -2.961320, -8.004010], [4.909213, -1.361004, -7.590153], [3.826377, -4.560773, -5.054937], [3.662804, -4.153875, -6.652135], [2.202398, -2.436432, -4.701884], [1.693592, -4.048517, -5.245119], [1.932281, -2.704556, -6.412990], [3.115137, -1.451457, 8.592258], [2.441501, -2.760626, 8.495414], [1.904477, -3.101165, 7.147352], [1.562137, -4.535700, 6.985744], [2.636202, -5.581441, 7.296076], [0.837210, -2.212322, 6.679666], [0.305745, -2.390581, 5.261182], [3.662644, -1.109085, 7.714120], [3.651770, -1.333295, 9.533618], [2.365070, -0.677240, 8.753830], [3.151127, -3.493985, 8.878449], [1.583477, -2.923498, 9.147627], [0.625144, -4.659478, 7.528731], [1.353705, -4.734442, 5.934482], [2.735261, -5.675494, 8.377488], [2.293984, -6.568456, 6.984968], [3.647827, -5.424727, 6.921678], [1.280359, -1.216665, 6.659714], [0.034122, -2.105842, 7.408912], [1.020633, -2.653604, 4.481535], [-0.277748, -1.534936, 4.921326], [-0.401849, -3.219583, 5.274051], [-1.809162, -1.863829, -1.900150], [-2.265316, -2.019255, -3.047443], [-1.500793, -1.973208, -4.182363], [-2.289045, -2.393154, -5.289646], [-3.721266, -2.032530, -4.837184], [-3.717328, -2.202966, -3.329875], [-2.070990, -3.442255, -5.489511], [-1.974364, -1.888243, -6.202958], [-4.444616, -2.677770, -5.335721], [-3.896886, -0.998349, -5.133363], [-3.985373, -3.204809, -2.994388], [-4.347373, -1.462723, -2.836731], [2.154332, -0.482594, -8.493924], [1.756030, 0.037260, -7.398381], [0.491165, -0.024359, -7.045427], [0.273414, 0.568676, -5.733602], [1.629076, 1.207864, -5.371868], [2.660827, 0.673081, -6.335551], [0.105202, -0.210913, -4.990602], [-0.543407, 1.288868, -5.686377], [1.868113, 0.861682, -4.366330], [1.541249, 2.294228, -5.385903], [3.252343, -0.142185, -5.918950], [3.287505, 1.388454, -6.868102], [3.922525, -3.325157, -0.085039], [3.774599, -4.148308, 0.787741], [2.640066, -4.913141, 0.859486], [2.568766, -5.593246, 2.061783], [3.768001, -5.101468, 2.833130], [4.790936, -4.585847, 1.889460], [2.539419, -6.651987, 1.804303], [1.625214, -5.367478, 2.558616], [4.195012, -5.872633, 3.474268], [3.396569, -4.290278, 3.459327], [5.459686, -5.354792, 1.502678], [5.481687, -3.868199, 2.332120], [-6.274567, 4.183888, 2.598596], [-5.791103, 4.263865, 1.471023], [-6.555032, 4.723946, 0.410133], [-5.817164, 4.787556, -0.828332], [-4.475965, 4.164644, -0.509565], [-4.560011, 3.669387, 0.968179], [-5.731965, 5.813145, -1.187490], [-6.336621, 4.171204, -1.562081], [-3.655157, 4.879463, -0.451246], [-4.120606, 3.488786, -1.287411], [-3.818114, 4.130078, 1.620439], [-4.594850, 2.582957, 1.049129], [1.221688, 1.816892, 5.689655], [2.152223, 1.115236, 5.231164], [2.046030, 0.537490, 4.043223], [3.278043, 0.080977, 3.498562], [4.130795, 0.095863, 4.785849], [3.583438, 1.172883, 5.700050], [3.754523, 0.719625, 2.754786], [2.938779, -0.890535, 3.139188], [5.218994, 0.134283, 4.736307], [3.971838, -0.869424, 5.266529], [4.015715, 2.157034, 5.519263], [3.577265, 1.070608, 6.785227], [-1.180519, 4.296212, -1.261034], [-0.422822, 5.222214, -1.406782], [0.822939, 5.401156, -0.689253], [1.467197, 6.603216, -1.031045], [0.528989, 7.340572, -1.944380], [-0.657659, 6.450410, -2.281641], [2.409380, 6.255782, -1.454943], [1.670097, 7.106760, -0.085858], [0.975444, 7.651431, -2.888922], [0.303094, 8.359336, -1.629442], [-0.766789, 6.125637, -3.316391], [-1.643978, 6.824580, -2.007286]],
  "forces_ev_per_angstrom": [[-0.51, 0.77, 0.50], [-3.05, -1.00, -1.40], [0.86, -1.27, -0.23], [0.60, 1.04, -0.57], [-2.04, 0.35, 0.41], [1.38, -1.80, -0.48], [3.17, 7.43, -3.03], [-0.48, -7.21, 5.65], [-0.71, 0.19, -0.97], [-1.18, 1.89, 0.41], [1.45, 1.36, 0.30], [0.81, -0.69, -0.02], [0.56, 0.10, 0.21], [0.27, -0.11, 0.41], [-0.19, 0.14, -0.28], [0.27, 0.01, 0.24], [-0.62, 0.25, 0.32], [-0.16, 0.10, 0.31], [0.39, -0.65, -0.14], [0.05, 0.13, -0.53], [0.24, 0.35, 0.57], [0.18, -0.06, 0.05], [-0.23, 0.13, -0.15], [0.01, -0.05, -0.02], [0.01, 0.03, -0.10], [-0.48, -0.88, -0.51], [-0.97, -0.37, -0.67], [-0.09, 0.07, -0.13], [0.33, -0.82, -0.38], [-0.40, -1.23, 0.14], [-2.97, 2.69, -1.66], [2.48, -0.12, 0.69], [0.49, -0.92, -0.05], [0.12, 0.37, 0.04], [0.45, -0.68, 0.39], [-0.31, 0.43, 0.27], [0.39, 0.15, 0.31], [0.07, -0.23, -0.10], [-1.23, 0.17, -1.17], [-0.43, 1.99, -1.46], [2.10, -1.38, 1.57], [-1.55, -0.11, 0.34], [0.25, -0.41, 0.78], [0.15, 0.22, 0.59], [0.17, -0.20, -0.32], [0.35, -0.19, -0.72], [-0.08, -0.17, 0.30], [-1.17, -1.65, -0.54], [3.28, -2.95, 0.12], [-1.27, 4.15, 0.17], [-0.39, 0.15, 0.36], [0.15, 0.24, 0.03], [-0.56, 0.25, -0.10], [-0.19, -0.05, -0.09], [0.07, -0.06, -0.03], [0.02, 0.02, 0.08], [-1.32, -3.32, -0.70], [1.82, 0.48, -1.19], [1.26, 2.20, 1.21], [-1.20, -0.06, 1.09], [-0.51, 0.69, 0.14], [-0.31, -0.66, 0.27], [-0.15, -0.03, 0.22], [0.00, 0.06, -0.63], [0.07, 0.48, -0.29], [1.72, 0.03, -1.17], [-3.65, -1.62, 2.50], [1.26, 0.08, -0.99], [0.78, 1.07, -0.45], [-0.12, 0.76, 0.34], [0.19, 0.02, -0.28], [-0.25, -0.43, 0.02], [-0.19, 0.42, 0.09], [0.31, -0.31, 0.00], [0.58, -1.16, -0.24], [-1.03, -1.27, -0.21], [0.43, 1.35, 0.78], [0.34, 0.62, -0.12], [-0.07, -0.35, 0.10], [-0.05, 0.12, -0.16], [0.10, -0.13, -0.36], [-0.02, 0.33, -0.34], [-0.07, 0.54, 0.70], [-0.01, 0.45, -0.13], [-0.46, -0.66, -0.57], [-1.80, -2.34, 0.34], [-0.98, 1.35, 0.04], [-0.47, -0.85, 0.09], [1.44, 0.59, 1.20], [-1.31, 0.31, -0.37], [0.06, 0.35, 0.24], [0.44, 0.34, -0.16], [0.06, 0.24, -0.13], [0.32, 0.16, 0.29], [0.27, -0.65, -0.09], [0.53, 0.39, -0.06], [0.39, -0.29, 0.18], [0.46, -0.03, 0.45], [-0.07, -0.19, -0.27], [0.38, 0.45, 0.10], [0.28, 0.00, -0.73], [0.20, 0.19, 0.12], [0.54, 0.13, -0.77], [-0.59, 0.29, -0.07], [0.38, -0.20, 0.13], [0.17, -1.05, -0.92], [1.02, 0.89, -0.06], [-0.50, -1.46, 0.27], [-0.35, 0.06, -0.13], [-0.16, -0.50, 0.93], [0.76, -0.55, 0.43], [0.21, 0.88, -1.06], [-0.07, -0.03, 0.24], [0.07, 0.10, 0.03], [0.16, -0.04, -0.27], [-0.50, 0.63, 0.48], [0.28, 0.24, 0.60], [-0.24, -0.08, 0.24], [-0.22, 0.44, -0.52], [0.62, 0.67, 0.21], [0.00, -0.06, -0.27], [-0.23, -0.05, 0.07], [-0.31, 0.09, 0.13], [-0.15, -0.01, 0.27], [-0.43, -0.34, 0.37], [-0.49, -0.35, -0.41], [0.30, 0.45, -0.46], [-0.11, 0.27, 0.52], [1.02, -0.64, -0.29], [0.34, 1.05, 0.03], [-2.49, -0.26, -1.28], [1.07, 0.18, 0.17], [-0.85, -1.08, 1.23], [0.81, -1.41, -1.38], [-0.12, 0.19, 0.00], [-0.07, -0.50, 0.36], [0.23, 0.30, -0.26], [-0.07, -0.13, -0.55], [0.24, 0.19, 0.39], [-0.13, 0.31, 0.21], [-0.09, 0.01, -0.13], [0.26, 0.22, 0.15], [0.12, 0.08, 0.01], [0.20, -0.01, -0.16], [0.45, 0.09, 0.04], [-0.22, 0.43, 0.26], [-0.23, 0.72, 0.28], [-0.44, 0.06, 0.36], [0.30, 0.07, 0.11], [-0.65, 2.38, -0.07], [-0.27, -2.57, -0.67], [0.26, 0.47, 0.22], [0.94, -0.17, 0.79], [-1.43, 1.20, -1.36], [0.15, -0.30, -0.03], [-1.00, 0.08, 0.29], [0.07, 0.35, -0.18], [0.09, -0.21, -0.01], [0.25, -0.64, 0.11], [0.36, -0.47, -0.02], [-0.16, 0.45, 0.36], [-0.11, 0.17, 0.55], [0.21, -0.47, -0.45], [0.65, -0.92, 0.30], [0.28, -0.11, -0.37], [-0.37, 0.16, 0.08], [0.44, 0.00, 0.74], [0.79, 0.54, -0.34], [0.03, -0.04, 0.23], [-0.57, 0.18, -0.09], [-0.11, -0.02, -0.03], [-1.03, 2.19, 0.77], [-0.97, -1.90, -0.90], [1.46, -0.82, -0.90], [0.38, 0.81, -0.67], [-0.37, 0.01, 1.52], [1.37, 1.19, -0.03], [-0.83, -1.30, 0.26], [0.38, -0.56, 0.10], [0.63, -0.40, -0.27], [-0.31, 0.29, -0.34], [0.02, -0.50, -0.78], [-0.15, 0.73, 0.80], [-0.15, -0.86, 0.30], [-0.41, 0.53, -0.16], [0.20, -0.04, 0.14], [-0.06, 0.08, -0.26], [-0.24, 0.41, -0.38], [0.18, 0.26, 0.30], [-0.56, -0.38, 0.10], [0.50, 0.24, 0.24], [0.19, 0.23, 0.19], [-0.20, -0.12, -0.20], [-0.32, -0.21, -2.80], [1.62, 1.06, 2.80], [-0.07, -0.05, 1.85], [-0.63, 0.02, -0.38], [-0.17, -0.85, -1.26], [0.23, 0.02, -1.00], [-0.37, -0.23, 0.32], [0.05, 0.41, 0.25], [-0.10, 0.20, -0.04], [-0.17, 0.01, 0.15], [-0.18, -0.02, -0.04], [0.28, -0.16, 0.26], [-1.58, 2.13, 4.12], [2.95, -2.49, -4.37], [-1.40, 0.42, 0.75], [1.29, -0.17, 0.33], [-0.14, 0.40, 1.03], [-1.24, -0.49, -1.24], [-0.37, -0.36, -0.40], [0.00, -0.14, -0.74], [0.14, 0.56, 0.09], [0.17, 0.01, 0.05], [0.23, 0.05, -0.03], [0.08, 0.02, 0.38], [-0.32, -0.56, 0.80], [1.24, 0.59, -1.29], [0.61, 2.00, -1.47], [-0.05, -1.26, 0.55], [0.07, -1.01, 2.46], [-0.95, 0.06, -1.12], [0.30, -0.18, 0.35], [0.00, 0.11, 0.06], [-0.29, 0.03, 0.26], [0.25, 0.09, 0.27], [-0.31, -0.26, -0.33], [-0.55, 0.55, -0.39], [1.42, 0.66, -2.10], [-3.97, -0.84, 0.75], [0.36, 0.58, 0.77], [-0.04, -0.64, 0.49], [1.72, 0.42, 0.84], [0.82, 0.20, -1.27], [-0.24, -0.01, 0.17], [-0.26, 0.22, 0.03], [-0.22, 0.47, -0.45], [-0.29, -0.49, 0.35], [0.72, -0.62, -0.39], [0.03, 0.16, 0.50], [2.25, -2.75, -0.92], [-2.41, 5.02, 1.03], [-1.17, 0.38, -0.82], [0.39, -0.23, 1.97], [1.57, -1.74, 0.98], [-0.88, -0.41, -0.40], [-1.01, -0.10, -0.35], [1.13, -0.18, -0.39], [0.03, 0.19, -0.76], [-0.18, -0.15, 0.18], [-0.30, 0.12, -0.31], [0.37, -0.61, -0.13], [1.50, 0.72, 0.21], [0.58, 0.28, 0.82], [-3.18, -2.02, -0.69], [0.30, -0.58, 0.42], [0.00, 1.96, -2.09], [0.07, -0.70, 1.04], [0.18, 0.63, -0.34], [0.05, 0.30, -0.14], [0.61, -0.58, -0.15], [-0.59, -0.32, 0.85], [0.37, 0.08, -0.05], [0.10, 0.22, 0.15]],
  "mulliken_charge": [-1.2827, 2.9800, -0.9979, 0.1193, -0.1866, 2.4723, 1.6581, 0.0029, -0.8892, -0.4862, 0.7005, -0.3021, -0.0794, 0.4760, -0.1844, 0.0229, 1.1037, -0.9356, -0.4551, 0.0692, 0.2289, -0.5155, -0.1128, -0.9288, -0.4409, 0.9796, -0.9281, -0.0688, -0.7384, -0.1261, 0.0890, -0.0484, -0.9078, 0.2687, 0.2414, 0.5065, 0.0533, 0.0281, -0.8009, 0.4533, -0.0287, -0.0851, -0.0383, 0.0975, -0.0881, 0.6221, -0.3503, -0.4372, 0.5399, -0.2123, -1.0443, 0.2159, 0.2105, 0.3609, -0.0076, 0.4760, -0.7054, 0.0839, 0.1274, -0.0252, -0.5862, 0.2569, 0.9243, 0.1001, -0.5274, -0.7081, 0.6785, -0.1845, -0.3861, 0.1113, 0.1070, 0.4590, 0.2374, -0.3142, -0.7675, 0.6073, 0.3076, -0.1984, 0.0245, 0.1867, 0.2338, 0.4327, -0.4780, -1.3185, -0.3742, 0.1015, -0.4692, -0.2285, -0.8250, -0.5464, 0.3063, 0.4220, 0.3328, 0.1757, 0.4527, 0.2727, 0.4845, -0.0466, 0.4857, -0.5076, 0.3229, 0.1510, 0.3771, 0.5813, -0.2153, -1.7966, 0.7488, 0.7486, -0.8404, -0.4041, -1.4875, 0.7027, 0.3897, 0.4477, 0.4383, 0.4835, -0.8107, 0.4432, 0.4340, -0.2761, 0.1249, 0.4167, 0.3181, 0.5421, -0.5900, 0.1748, -0.1945, -1.3698, -0.7443, 0.9558, -0.7562, -1.6693, -1.2033, -0.0057, 0.2575, 0.4566, 0.3294, 0.4794, 0.4294, 0.3229, 0.3662, 0.3734, 0.4671, 0.6087, 0.4267, 0.2647, 0.4924, -0.2754, -0.2252, -1.1317, -0.6387, 1.2363, -0.6581, -1.0928, -1.8281, 0.2461, 0.1152, 0.4186, 0.3264, 0.1490, 0.3300, 0.3406, 0.3685, 0.4386, 0.2448, 0.1469, 0.1699, 0.5864, -0.4261, 0.5526, 0.2204, -1.1525, -0.6370, 0.5305, -0.2766, -1.5656, -0.9075, -0.2972, 0.0506, 0.4346, 0.3455, 0.3884, 0.4914, 0.4335, 0.0742, 0.4703, 0.4321, 0.2922, 0.0052, 0.2874, 0.0009, -0.0931, 0.7857, -0.4696, -0.3633, 0.0964, -0.5290, -0.6203, 0.3356, 0.3364, 0.2375, 0.5292, 0.0737, 0.1773, -0.1003, -0.7292, 0.2671, -0.3395, 2.4492, 0.8282, 0.4889, -0.8810, -1.2348, -0.9219, 0.3443, -0.8379, 0.4501, -0.5700, 0.1344, 0.1315, -0.4449, -0.0754, -0.6618, 0.2747, 0.2687, 0.4712, -0.2452, 0.3773, 0.3589, -0.6410, 0.1469, -0.4436, -0.3540, 0.4070, 3.0555, 0.2606, 0.3127, 0.0634, -0.6497, -1.5757, -0.3318, -0.6321, 0.1321, 0.4944, 1.3312, -1.0139, -0.5559, -1.3642, -0.0487, 0.4978, 0.2760, 0.2958, 0.3561, -0.1774, -0.2136, 0.2645, -0.2678, -1.1165, 0.0660, 0.1232, 0.3390, 0.4536, 0.3159, -0.1046, 0.2889],
  "gap_ev": 3.7664,
  "total_charge": 1
}